Record 1
17
Properties=species:S:1:pos:R:3:mulliken_charge:R:1 method="wB97M-V/def2-TZVPD" gap_ev="8.2 / 8.2" lumo_ha="-0.186 / -0.186" homo_ha="-0.4862 / -0.4862" total_charge=+1 e_tot_ha=-682.318820 e_above_lowest_kj_mol=582.0 max_force_ha_per_bohr=0.08591
C -0.3859 -0.2976 -0.0666 0.17
C -2.4296 -1.1435 0.1702 -0.73
C 2.0133 -1.1570 -0.6080 -0.73
N 1.8493 1.9325 0.5833 -0.68
N -1.6293 0.1061 -0.0799 0.74
N -2.0265 1.2277 -0.4823 -0.80
S 0.9322 -0.6784 0.7383 0.15
H -3.0030 -1.5221 -0.7179 0.31
H -1.6840 -1.8221 0.4911 0.31
H -3.2058 -0.9741 0.9924 0.33
H 2.4565 -2.1516 -0.5353 0.35
H 2.8399 -0.5207 -0.7318 0.31
H 1.3586 -1.0662 -1.4261 0.30
H 1.4087 2.7141 0.2081 0.22
H 2.8076 1.9126 0.5522 0.23
H -2.9591 1.3078 -0.6294 0.25
H 1.6569 2.1324 1.5417 0.27

=====

Record 2
17
Properties=species:S:1:pos:R:3:mulliken_charge:R:1 method="wB97M-V/def2-TZVPD" gap_ev=7.8 lumo_ha=-0.035 homo_ha=-0.3221 e_tot_ha=-339.124620 e_above_lowest_kj_mol=533.8 max_force_ha_per_bohr=0.05109
C -0.3166 0.9968 -0.6291 0.13
C -1.6440 0.7718 -0.0958 -0.97
C 0.7265 1.5752 0.3199 -1.35
H -0.3189 1.4737 -1.6103 0.37
H 0.0735 -0.1094 -0.8708 0.20
H -2.4785 0.8080 -0.7901 0.33
H 0.5003 2.6146 0.5616 0.39
H 1.7230 1.5296 -0.1193 0.35
H 0.7531 1.0092 1.2523 0.33
H -1.8819 1.1461 0.8943 0.34
H -1.6409 -0.6791 0.0609 0.23
N 1.1693 -1.9307 0.2394 0.00
N 0.0788 -1.7105 -0.5241 -0.05
N 2.2732 -1.6457 -0.2461 -0.50
N -1.0744 -1.8149 0.0965 -0.38
H 2.9894 -2.0599 0.3574 0.28
H -0.9319 -1.9749 1.1031 0.31